Here is a 10-piece molecular cluster, C53H91F6IN10O18 overall from OMol25. Energies are from ωB97M-V/def2-TZVPD.

Properties
Charge: 0
Structure (SMILES): CCOCCOc1c(CC)c([C@@H](I)CC)c(C(=O)C(F)(F)C(F)(F)C(F)(F)C(=O)O)c2c1C(=O)N(CCOC(C)=O)C2=O.CN(C)C=O.CN(C)C=O.CN(C)C=O.CN(C)C=O.CN(C)C=O.CN(C)C=O.CN(C)C=O.CN(C)C=O.CN(C)C=O
Molecular weight, g/mol: 1397.26
Energy, Eh: -4872.78998
Gap between HOMO and LUMO, hartree: 0.291

The geometry in XYZ format:
```
179
Properties=species:S:1:pos:R:3:forces:R:3
I 5.7213 1.1437 2.8337 -0.0828 0.2320 -0.6440
F 4.0106 -3.9165 -0.5006 0.6018 0.7475 0.8070
F 4.6091 -5.7323 1.4190 0.0958 1.1968 0.0517
F 6.1145 -4.4405 -0.2365 -0.9289 0.6374 0.5389
F 5.7836 -4.3124 2.5922 -0.6964 0.5047 -0.8606
F 5.2962 -1.7329 1.6415 -0.2581 -0.3193 -0.9769
F 6.9490 -2.2481 0.2890 -1.2959 0.1346 0.0627
O 16.3318 4.5638 -0.7378 -0.2075 0.2174 0.0562
O 0.0079 5.2146 -4.7678 0.0605 -0.0971 -0.0331
O -0.8228 0.2950 -1.9267 -0.1462 0.4058 0.1100
O -10.2033 -0.1097 -1.5940 -0.3081 -0.2165 -0.0820
O -1.9985 -2.3639 -4.3491 -0.5074 -0.3718 -0.2484
O 5.5377 -1.4279 -1.8343 0.2335 -0.4412 -0.0272
O -0.5386 0.0365 -6.4053 0.6063 -0.4260 0.3946
O 2.3219 -4.3417 1.9010 0.2306 -0.6259 -0.7630
O -5.6082 -4.7740 5.2269 0.0734 0.2232 -0.0002
O 3.3964 -3.0737 3.3597 1.1290 -0.4857 -0.7248
O -6.3840 0.4119 1.4979 -0.3767 -0.0630 -0.1367
O 9.4968 2.3395 -0.9564 0.6312 0.1394 0.1338
O 0.6940 2.5197 -0.2373 0.6592 -1.0216 0.9395
O 2.6341 -2.6299 -2.4359 1.0285 0.2891 0.3544
O -4.4026 0.2404 5.8879 -0.1744 -0.2599 0.6731
O -2.5969 2.3806 1.4207 0.6224 -0.4946 -0.5322
O -8.1291 -6.7826 2.9485 -0.3181 -0.2255 -0.0993
O 0.4784 1.1482 -4.6838 -0.8362 -0.5591 -0.2118
N -3.5526 -2.8288 -5.9472 -0.1102 0.0233 0.3296
N -7.1319 2.0075 0.0483 0.3121 -0.0169 0.1425
N 0.7450 -1.4099 -2.3112 -0.6366 2.6422 -0.5756
N -7.0069 -3.5205 3.9271 0.0144 -0.3416 0.1358
N -9.0277 -8.7352 3.7124 0.3369 0.0333 -0.0841
N 2.1976 5.4870 -5.3342 -0.1646 0.2787 -0.0712
N 11.6731 2.6698 -1.5496 -0.3224 0.3016 -0.0571
N 15.6299 6.3319 0.5330 0.2199 -0.3218 0.1542
N -3.6501 -0.9189 7.6901 0.1006 0.3837 0.0768
N -11.0004 -2.0509 -0.6983 0.3416 -0.0085 -0.0848
C -12.3443 -1.5226 -0.5513 0.1587 0.2268 -0.1194
C 3.1126 3.3713 0.9097 -0.4157 0.2909 0.2138
C -4.9432 -3.0635 -6.2780 0.2699 0.0079 -0.1430
C -6.6263 -4.6511 4.5616 -0.2406 0.0162 0.0028
C -10.0397 -1.2573 -1.2239 -0.1033 -0.1262 -0.0398
C 10.3823 3.0379 -1.4208 0.2510 -0.0220 0.0003
C 3.9673 -0.1743 -0.6088 -0.3774 0.5321 1.1191
C 6.8480 1.1349 -0.1169 0.0348 0.1100 0.7155
C 5.5607 1.5374 0.6795 -0.0309 0.9268 -1.3165
C -0.1936 2.0052 0.8014 -1.0263 -0.2263 0.5314
C 1.2697 -0.0340 -4.4352 0.9160 -0.5679 -0.7675
C 5.0547 -1.2619 -0.7544 -0.6397 0.6387 -0.5987
C 5.0779 -3.7065 0.3086 0.9899 -1.3199 -0.6252
C 1.5321 0.4290 -1.1093 2.7588 1.2782 1.8488
C -6.8130 3.1136 -0.8305 -0.2238 -0.1575 0.0882
C -3.8876 0.2103 6.9917 -0.0175 -0.1827 0.1641
C 1.7757 1.6477 -0.3875 0.0158 -0.4153 -0.4627
C -0.4855 0.9557 -5.6311 -1.4623 1.2897 -0.5964
C 16.2984 5.1726 0.3154 -0.0251 0.0799 0.0072
C -6.1803 1.3486 0.7460 0.1049 0.1047 -0.1517
C -3.0385 -0.9060 9.0030 -0.1073 -0.2001 -0.2216
C 4.2164 1.0980 0.0782 -2.1820 -0.3706 -0.2498
C -1.5594 2.0916 -5.7009 1.4817 0.2245 0.9900
C -6.1632 -2.3417 4.0224 0.0529 -0.1344 0.0588
C 6.8086 1.4981 -1.6372 0.7070 -0.0453 -0.5516
C 0.2707 -0.1460 -1.7868 2.7636 -1.1447 0.9753
C 2.6942 -0.4461 -1.1782 -1.9074 0.3238 -0.2215
C -3.8551 1.1436 3.2112 0.5816 -0.2343 0.3572
C -4.0280 -2.1874 7.0898 -0.0386 0.1650 -0.1469
C 3.3696 -3.9579 2.3122 -0.6357 1.3548 1.2013
C 2.2813 3.3991 2.2668 -0.2400 0.3170 -0.4882
C 3.0739 2.0075 0.1851 -0.1416 -0.9074 -0.5574
C 3.2242 6.3408 -5.8961 -0.0254 -0.3010 0.1268
C 5.5718 -2.2105 0.3856 0.8438 0.2016 0.6074
C 14.8800 6.9283 -0.5568 0.1709 -0.2561 -0.1434
C 0.9090 5.8863 -5.2292 0.1296 -0.0225 -0.0081
C 2.5606 4.1591 -4.8674 -0.2847 0.0235 0.0381
C -1.7026 1.9915 0.3627 -0.1188 -1.0949 -0.0331
C -2.4846 1.5003 2.5465 -0.2308 0.1841 1.7025
C -8.5164 1.5896 0.1866 0.2794 -0.0365 0.3581
C 12.6741 3.5558 -2.1129 0.0584 -0.2784 0.1452
C -10.7284 -3.4114 -0.2775 -0.2376 0.1846 0.0077
C -3.1506 -2.5689 -4.6854 -0.1696 -0.0071 -0.1169
C 2.1402 -1.6348 -1.9929 -0.8048 -0.0391 -0.5134
C -8.2301 -3.4491 3.1553 0.1400 0.1042 0.0947
C -8.8230 -10.1262 4.0655 -0.2382 0.1755 0.0100
C 0.4853 -1.2298 -3.7952 0.7936 -1.3548 -0.8953
C 4.7630 -4.3862 1.6948 -0.6189 -1.2177 0.6763
C 15.6424 6.9947 1.8222 -0.1326 0.0599 -0.2732
C -2.5570 -2.8735 -7.0058 0.2046 0.1347 0.1889
C -10.3541 -8.1613 3.8485 0.1713 0.2236 -0.0961
C -8.0209 -7.9550 3.2603 -0.0207 -0.1938 -0.0003
C 12.0729 1.3442 -1.1102 -0.2594 -0.0233 0.0614
H -5.0461 -4.0597 -6.7145 -0.1709 0.0435 -0.0179
H -9.0576 -1.7547 -1.2908 -0.0136 -0.0590 0.0440
H -0.9792 3.0432 -5.8270 -0.7064 -0.5984 0.1531
H -4.5963 1.9686 3.1118 0.4852 -0.6620 -0.1897
H 0.7386 6.9074 -5.6104 0.0710 0.0207 -0.0179
H -9.1651 2.2062 -0.4317 0.1020 -0.0710 -0.0502
H 7.0877 0.0696 0.1043 -0.0440 0.7069 -0.5001
H -1.9650 0.9205 0.1458 0.2379 0.9877 -0.2773
H 1.9851 3.4118 -5.4167 0.0622 -0.0928 0.1383
H -3.7312 0.9801 4.3205 0.1358 0.3779 -1.5598
H 1.3388 3.9574 2.0422 0.6758 -0.6482 0.4437
H -3.7241 -1.3575 9.7237 0.1334 0.0250 0.1150
H -2.2689 1.9491 -6.5379 0.5658 -0.1657 0.6176
H -1.8684 2.0428 3.3191 -0.3628 -0.4977 -0.6349
H 16.2427 6.4353 2.5386 -0.0155 -0.0224 -0.0880
H -2.8141 0.1135 9.3154 -0.0379 -0.0192 -0.0766
H 13.4567 3.7299 -1.3709 0.1205 0.0772 -0.1748
H -10.6915 -7.7964 2.8765 -0.1032 0.0380 0.0896
H -7.9876 -3.1945 2.1204 -0.1605 0.0348 -0.0203
H 15.5601 7.1394 -1.3842 -0.1565 0.0359 -0.0706
H 13.1381 1.1956 -1.2777 -0.0532 0.1117 -0.0269
H -0.1302 2.5952 1.7463 0.1325 -0.1336 -0.9239
H -2.0449 -1.9109 -7.0616 0.0847 -0.0901 -0.0693
H -9.0835 -10.2729 5.1160 0.0475 -0.1665 -0.0338
H -10.9513 -3.5103 0.7874 0.0630 -0.1727 -0.0213
H -9.6833 -3.6671 -0.4472 -0.0374 0.0769 -0.0011
H 2.1590 0.3031 -3.8462 -0.9034 -0.1827 -0.2467
H 16.8333 4.8115 1.2093 -0.0155 0.0554 0.0458
H 0.8812 -2.1663 -4.2644 -0.4595 0.7999 0.3088
H -7.0578 -8.4862 3.1946 -0.0206 -0.0265 0.0199
H -2.0609 2.1524 -4.7016 0.2821 -0.0062 -0.9134
H -3.9798 -2.5564 -3.9590 -0.0283 -0.0063 -0.0271
H 2.8057 7.2996 -6.2005 -0.0466 -0.0670 0.0373
H -8.7542 -4.4038 3.1740 0.1351 -0.0168 0.0210
H -6.0585 -2.0606 5.0694 0.0902 0.1543 -0.1217
H -7.1324 2.8696 -1.8465 0.0447 0.1632 -0.0352
H 2.6310 4.1120 0.2208 0.4824 -0.5975 0.5550
H -5.5687 -2.9983 -5.3883 0.0890 0.0148 -0.0020
H 5.5501 2.6561 0.6449 -0.0422 -1.0950 0.2127
H 14.4012 7.8507 -0.2327 0.0691 -0.0690 0.0855
H 10.1856 4.0602 -1.7836 0.0447 0.0114 -0.0142
H 2.4790 -2.8165 3.5669 0.2585 -0.3798 -0.2539
H -3.5713 1.1269 7.5171 0.0239 -0.0191 0.0333
H -5.0988 -2.1786 6.8903 0.0755 -0.2102 -0.0312
H 3.6248 3.9834 -5.0167 -0.0441 0.1061 -0.0349
H -8.8143 1.6777 1.2345 -0.0901 -0.0238 -0.0457
H -3.0307 -3.0923 -7.9615 -0.0769 -0.0097 0.1059
H -13.0009 -2.2743 -0.1166 0.1134 -0.0219 -0.0181
H -12.3181 -0.6420 0.0934 -0.1386 -0.0080 -0.0481
H 2.3195 4.0703 -3.8061 0.0154 -0.1520 -0.0419
H 12.2333 4.5110 -2.3972 -0.0741 -0.0816 0.0297
H 1.6870 -0.3668 -5.4225 -0.4744 0.1581 0.8511
H 3.6634 5.8501 -6.7678 0.1098 0.1487 -0.0079
H -7.7840 -10.4148 3.9128 -0.0363 0.0873 -0.0125
H 7.8135 1.9473 -1.8858 -1.3776 -0.4700 0.2606
H -12.7249 -1.2251 -1.5302 -0.1017 0.0474 0.0957
H -7.3328 -5.4821 4.4256 0.0591 0.2163 0.0067
H 13.1084 3.0857 -2.9974 0.1274 0.1654 0.0071
H -5.2724 -2.3142 -7.0015 -0.1533 -0.0877 0.0062
H 6.7024 0.6194 -2.3177 -0.1916 0.5585 0.7175
H 2.0455 2.3746 2.6371 0.1718 0.7819 -0.2703
H -11.0531 -8.9078 4.2214 0.1099 -0.0204 -0.0169
H -5.1644 1.7416 0.5714 0.0023 0.0346 0.0186
H -1.8832 2.6059 -0.5538 0.1844 -0.3499 0.9515
H 2.7957 3.9597 3.0782 -0.1179 -0.4649 -0.6452
H -2.1111 -1.4827 8.9738 0.0059 0.0339 0.1786
H -7.3398 4.0081 -0.4893 0.0747 0.0812 -0.1450
H -5.1745 -2.5751 3.6227 0.0210 0.1696 0.0546
H 11.8499 1.2332 -0.0475 0.0405 -0.1259 -0.0469
H -10.3142 -7.3186 4.5413 -0.1394 -0.0053 -0.0455
H -3.4975 -2.3071 6.1441 -0.1481 -0.1639 -0.0048
H -1.9536 0.5382 2.3359 -0.2929 0.7507 -0.3033
H -9.4633 -10.7537 3.4414 0.0715 -0.1298 0.0914
H -5.7412 3.3100 -0.8311 -0.0374 -0.0659 0.0635
H 14.1206 6.2237 -0.9016 -0.0136 0.1174 -0.0967
H 14.6194 7.0719 2.1974 0.0788 0.0826 0.1421
H 0.1118 0.9623 1.0802 -0.1522 0.8703 -0.3724
H -0.6078 -1.2072 -4.0165 1.2842 0.1694 0.5336
H -8.8771 -2.6755 3.5776 -0.0712 0.0158 -0.1491
H -3.7855 -3.0146 7.7540 0.0106 0.1033 0.0176
H 16.0639 7.9960 1.7082 -0.0305 0.0121 0.1777
H -8.6071 0.5514 -0.1143 -0.1066 0.1222 0.0420
H 11.5063 0.5936 -1.6642 0.0703 -0.0683 0.1007
H -6.5986 -1.5146 3.4631 0.0248 -0.0740 -0.0215
H -1.8206 -3.6460 -6.7761 0.0370 0.0551 -0.1092
H -4.2450 0.1663 2.8312 0.0148 1.1182 0.0126
H -11.3607 -4.0972 -0.8462 0.0768 -0.1236 0.0956
H 7.6868 1.7282 0.3291 -0.7437 -0.6158 -0.2524
H 6.0285 2.2425 -1.9225 0.3756 -0.5100 0.4363
H 4.1249 3.7611 1.1413 -0.5353 -0.5847 -0.3991
H 4.0004 6.5120 -5.1464 0.0840 0.0978 -0.1316
```
Forces are in eV/Å.